Here is C27H42N4P2S2V as an isolated structure at a distorted geometry from the OMol25 dataset. Energies are from ωB97M-V/def2-TZVPD.

```
78
Properties=species:S:1:pos:R:3:mulliken_charge:R:1
V -0.216 1.119 -1.034 -0.686
C -3.234 -0.476 3.527 -1.689
C -2.851 -0.888 2.106 0.660
C -1.662 -1.850 2.142 -0.742
P -2.408 0.494 0.961 1.329
C -3.878 1.573 0.569 0.608
C -3.371 2.823 -0.154 -1.306
C -4.844 1.951 1.688 -1.631
C -1.134 1.492 1.810 0.588
C -1.621 2.206 2.913 -1.446
C -0.792 2.986 3.690 -1.129
C 0.549 3.106 3.341 -0.949
C 1.047 2.418 2.258 0.129
C 0.243 1.552 1.500 -0.463
N 0.790 0.841 0.430 1.240
C 2.070 0.271 0.496 0.345
C 2.697 -0.078 1.695 -0.487
C 3.940 -0.685 1.677 -0.930
C 4.577 -0.972 0.478 -1.096
C 3.951 -0.658 -0.716 -0.135
C 2.711 -0.028 -0.720 -0.812
P 1.683 0.350 -2.174 1.294
C 2.665 1.413 -3.339 0.620
C 2.918 2.780 -2.698 -1.256
C 3.991 0.799 -3.782 -1.605
C 1.479 -1.286 -3.025 0.584
C 0.278 -1.167 -3.969 -1.464
C 1.261 -2.386 -1.993 -1.283
H -3.575 -1.367 4.055 0.533
H -4.042 0.251 3.568 0.320
H -2.370 -0.081 4.061 0.338
H -3.702 -1.372 1.612 0.644
H -0.761 -1.326 2.480 0.123
H -1.481 -2.319 1.164 -0.236
H -1.872 -2.653 2.852 0.668
H -4.412 0.939 -0.146 0.606
H -2.760 3.439 0.508 0.245
H -4.218 3.424 -0.486 0.533
H -2.787 2.574 -1.039 0.123
H -4.406 2.649 2.399 0.322
H -5.220 1.079 2.219 0.350
H -5.704 2.447 1.236 0.499
H -2.667 2.138 3.172 0.425
H -1.186 3.503 4.554 0.508
H 1.211 3.732 3.924 0.450
H 2.082 2.532 1.965 0.650
H 2.207 0.109 2.641 0.514
H 4.415 -0.939 2.616 0.443
H 5.543 -1.457 0.474 0.473
H 4.436 -0.913 -1.648 0.563
H 2.015 1.542 -4.211 0.552
H 3.564 2.678 -1.823 0.266
H 1.989 3.246 -2.387 0.148
H 3.403 3.447 -3.410 0.493
H 4.674 0.705 -2.940 0.343
H 4.463 1.464 -4.507 0.485
H 3.870 -0.174 -4.258 0.354
H 2.380 -1.506 -3.602 0.500
H -0.622 -0.915 -3.403 0.148
H 0.103 -2.115 -4.477 0.467
H 0.431 -0.394 -4.725 0.393
H 0.394 -2.170 -1.366 -0.030
H 2.129 -2.520 -1.351 0.220
H 1.069 -3.332 -2.504 0.630
C 0.366 -4.905 0.985 -0.806
N -0.587 -4.851 -0.105 -0.139
C -1.243 -3.751 -0.443 -0.367
N -2.130 -3.917 -1.430 -0.247
S -1.962 -0.329 -0.830 -0.660
H 0.011 -5.562 1.781 0.333
H 0.496 -3.903 1.388 0.184
H 1.333 -5.275 0.641 0.321
H -0.761 -5.744 -0.565 0.236
H -2.308 -4.810 -1.881 0.179
H -2.661 -3.130 -1.751 0.208
S 0.207 5.319 -0.242 -0.342
C -0.027 3.937 -0.955 0.598
N -0.168 2.875 -1.489 -0.848
```

E_HOMO (alpha / beta): -10.42 / -10.52 eV
charge: +1
strongest force on any atom: 2.33 eV/A
LUMO energy (alpha / beta): -2.9 / -2.6 eV
total energy: -100573.310 eV
multiplicity: 3

---

Here is an isolated ion of composition C27H42NO and charge +1 at a distorted geometry from the OMol25 dataset. Energies are from ωB97M-V/def2-TZVPD.

```
71
Properties=species:S:1:pos:R:3:mulliken_charge:R:1
C 2.224 -2.039 -4.863 -1.457
H 1.539 -1.472 -5.487 0.309
C 1.914 -1.862 -3.379 -1.109
H 2.610 -2.486 -2.815 0.446
H 0.901 -2.235 -3.206 0.416
C 2.010 -0.419 -2.846 2.048
C 1.665 -0.346 -1.361 -0.136
C 1.727 0.872 -0.699 -0.326
C 1.406 0.973 0.641 -1.342
C 1.015 -0.139 1.375 1.253
C 0.980 -1.399 0.749 0.093
C 1.298 -1.454 -0.602 -0.785
H 1.272 -2.414 -1.081 0.648
C 0.651 -2.669 1.526 1.815
C -0.766 -2.576 2.118 -1.836
H -1.499 -2.412 1.328 0.269
H -1.014 -3.508 2.619 0.632
H -0.829 -1.779 2.851 0.162
C 0.679 -3.928 0.652 -2.266
H 1.649 -4.082 0.191 0.518
H -0.082 -3.886 -0.125 0.448
H 0.468 -4.794 1.275 0.403
C 1.664 -2.841 2.679 -0.830
C 3.121 -2.852 2.231 -1.284
H 3.337 -3.709 1.598 0.312
H 3.772 -2.909 3.101 0.429
H 3.366 -1.947 1.679 0.294
H 1.440 -3.777 3.195 0.597
H 1.525 -2.030 3.394 0.190
O 0.631 -0.066 2.695 -0.387
C 0.676 1.155 3.394 -1.123
C -0.511 2.070 3.058 -0.191
H -0.417 2.987 3.639 0.527
C -1.845 1.374 3.358 -0.569
H -1.724 0.295 3.272 0.037
H -2.136 1.568 4.391 0.564
C -2.984 1.882 2.474 -0.943
N -2.755 1.737 1.033 0.140
C -2.002 0.719 0.591 -0.981
C -1.691 0.577 -0.740 -0.563
C -2.165 1.519 -1.637 -1.063
C -2.988 2.549 -1.193 1.317
C -3.297 2.627 0.171 1.023
C -4.224 3.672 0.689 -2.011
H -4.934 3.254 1.400 0.448
H -3.675 4.475 1.185 0.394
H -4.787 4.117 -0.124 0.470
C -3.518 3.548 -2.169 -1.933
H -3.292 4.564 -1.854 0.420
H -4.598 3.455 -2.271 0.425
H -3.075 3.386 -3.148 0.365
H -1.907 1.453 -2.682 0.419
H -1.063 -0.240 -1.054 0.798
H -1.634 0.012 1.314 1.060
H -3.909 1.354 2.730 0.270
H -3.120 2.942 2.689 0.550
H -0.458 2.337 2.000 0.268
H 0.627 0.869 4.449 0.472
H 1.623 1.679 3.226 0.434
H 1.496 1.940 1.110 0.445
H 2.033 1.769 -1.215 0.575
C 3.441 0.103 -3.028 -1.917
H 4.143 -0.537 -2.498 0.423
H 3.712 0.120 -4.080 0.508
H 3.545 1.113 -2.644 0.377
C 1.027 0.477 -3.616 -1.982
H 0.033 0.032 -3.617 0.351
H 1.352 0.596 -4.646 0.513
H 0.966 1.466 -3.169 0.395
H 2.119 -3.090 -5.124 0.433
H 3.241 -1.741 -5.098 0.332
```

E_HOMO: -10.87 eV
charge: +1
strongest force on any atom: 1.12 eV/A
SMILES: CCC(C)(C)c1ccc(OCCCC[n+]2cccc(C)c2C)c(C(C)(C)CC)c1
energy above the lowest of the compared OMol25 structures with the same formula, charge and spin: 1.87 kcal per mole
LUMO energy: -3.5 eV
total energy: -32213.444 eV

---

Here is C27H43BCoN7S as an isolated structure from the OMol25 dataset. Energies are from ωB97M-V/def2-TZVPD.

```
80
Properties=species:S:1:pos:R:3:mulliken_charge:R:1
Co 0.018 0.031 0.348 -0.505
C 2.771 0.251 -4.202 -1.395
C 2.693 0.056 -2.719 0.424
C 3.705 -0.208 -1.828 -0.998
C 3.102 -0.336 -0.573 -0.016
N 1.778 -0.106 -0.689 -0.225
N 1.547 0.103 -2.025 0.808
B 0.114 0.206 -2.570 -0.826
N -0.622 -1.066 -2.102 0.445
N -0.753 -1.295 -0.764 0.702
C -1.413 -2.454 -0.625 -0.434
C -1.704 -2.962 -1.892 -1.150
C -1.187 -2.056 -2.798 0.766
C -1.209 -2.093 -4.294 -1.361
C -1.765 -3.081 0.700 2.451
C -1.273 -2.193 1.826 -1.625
C -3.289 -3.236 0.801 -1.823
C -1.098 -4.459 0.805 -1.798
N -0.685 1.398 -2.021 0.760
N -0.972 1.502 -0.683 -0.188
C -1.825 2.541 -0.568 -0.009
C -2.018 3.122 -1.825 -1.020
C -1.294 2.368 -2.716 0.432
C -1.173 2.526 -4.202 -1.411
C -2.544 3.040 0.676 2.579
C -4.047 3.083 0.369 -1.731
C -2.051 4.455 1.003 -1.796
C -2.315 2.147 1.878 -1.559
C 3.881 -0.722 0.674 2.590
C 2.975 -1.000 1.857 -1.479
C 4.842 0.419 1.036 -1.786
C 4.689 -1.988 0.359 -1.741
H 3.813 0.220 -4.515 0.403
H 2.352 1.210 -4.508 0.246
H 2.233 -0.531 -4.739 0.244
H 4.754 -0.329 -2.064 0.518
H 0.145 0.265 -3.768 -0.003
H -2.227 -3.879 -2.120 0.574
H -1.726 -2.992 -4.624 0.395
H -0.201 -2.107 -4.711 0.242
H -1.727 -1.229 -4.711 0.239
H -1.748 -1.204 1.781 0.180
H -0.182 -2.075 1.786 0.130
H -1.520 -2.637 2.794 0.527
H -3.791 -2.270 0.702 0.346
H -3.559 -3.668 1.770 0.447
H -3.670 -3.896 0.020 0.391
H -0.011 -4.378 0.717 0.337
H -1.451 -5.128 0.018 0.388
H -1.332 -4.919 1.771 0.447
H -2.641 3.974 -2.062 0.517
H -1.722 3.411 -4.516 0.398
H -1.583 1.667 -4.732 0.247
H -0.134 2.642 -4.514 0.250
H -4.270 3.747 -0.468 0.366
H -4.590 3.448 1.245 0.452
H -4.426 2.087 0.120 0.354
H -2.280 5.151 0.194 0.383
H -0.968 4.468 1.160 0.333
H -2.536 4.819 1.914 0.449
H -2.600 1.108 1.680 0.062
H -2.906 2.503 2.728 0.593
H -1.274 2.178 2.170 0.133
H 2.435 -0.103 2.126 0.049
H 3.568 -1.299 2.726 0.584
H 2.256 -1.799 1.645 0.059
H 4.299 1.354 1.203 0.334
H 5.568 0.592 0.239 0.378
H 5.391 0.171 1.950 0.444
H 4.030 -2.818 0.088 0.360
H 5.269 -2.283 1.240 0.448
H 5.387 -1.829 -0.465 0.363
S 0.473 0.901 5.060 -0.111
C 1.231 2.093 4.104 -0.201
C 1.068 1.785 2.803 -1.083
N 0.352 0.620 2.545 1.275
C -0.014 0.066 3.672 -0.598
H 1.746 2.940 4.531 0.486
H 1.449 2.373 1.977 0.427
H -0.583 -0.847 3.752 0.117
```

E_HOMO (alpha / beta): -11.41 / -11.41 eV
charge: +1
strongest force on any atom: 0.84 eV/A
LUMO energy (alpha / beta): -3.6 / -2.8 eV
total energy: -88264.551 eV
multiplicity: 2